The following is a DFT calculation (ωB97M-V/def2-TZVPD) of a structure of composition C23H19BrCl2MnN3O7S in a non-equilibrium geometry.

⟨S²⟩: 8.76
multiplicity: 6
total charge: -1
energy relative to the best compared isomer or geometry (same formula, charge and spin): 0.000 eV
Kohn-Sham gap (spin up / spin down): 7.26 / 7.26 eV

```
57
Properties=species:S:1:pos:R:3:forces:R:3:lowdin_spin:R:1
Mn -0.300654 1.097905 0.389759 -0.8 -0.5 0.0 4.626
Br -0.372102 1.141940 3.138761 -0.1 0.0 0.3 0.052
C 1.527006 1.134224 3.205916 1.3 0.3 0.4 0.003
C 2.139219 1.211057 4.429234 0.0 0.0 -0.2 0.007
C 3.566096 1.279917 4.538688 -0.6 -0.2 -1.0 -0.003
C 4.329424 1.249445 3.406916 -0.3 0.1 -1.1 0.004
C 3.736522 1.193533 2.090079 -0.9 0.2 1.7 0.000
C 4.524268 1.225016 0.923496 -0.9 -0.2 -0.8 0.017
C 3.888072 1.114619 -0.306859 1.0 0.1 -0.3 0.000
C 2.489236 1.024813 -0.415510 0.6 0.1 0.6 0.031
C 1.712753 1.061932 0.723020 -0.9 -0.4 -0.5 0.031
C 2.287720 1.144558 2.000054 1.5 -0.3 -0.6 0.017
H 1.523340 1.225415 5.314772 0.0 0.0 0.2 0.001
H 4.016335 1.340516 5.506839 0.2 0.0 0.4 0.000
H 5.410603 1.288846 3.391161 0.1 0.0 0.5 0.000
H 5.600466 1.344821 0.989908 -0.1 -0.1 0.0 0.001
H 4.499155 1.099798 -1.223030 -0.2 0.1 0.5 0.000
H 2.031691 0.957817 -1.409142 0.2 0.0 0.3 0.004
C -0.639053 -0.691066 -3.065685 0.0 -0.8 -0.6 0.002
C -0.649344 0.764723 -2.877275 -0.3 0.6 0.4 0.013
N -0.674248 1.388063 -1.702622 0.1 0.7 -1.2 0.039
C -0.722255 2.760593 -1.979962 -0.3 -1.3 -0.7 0.008
C -0.777219 2.924589 -3.355983 0.3 0.7 0.7 0.000
N -0.710991 1.663526 -3.871419 0.0 -0.3 -0.9 0.005
C -0.797153 4.089798 -4.307782 -0.1 0.0 -0.7 0.000
O -0.904572 5.295481 -3.775882 0.1 -0.7 0.6 0.000
O -0.733506 3.905340 -5.516545 0.0 -0.1 1.2 0.000
C -0.779927 3.702854 -0.824679 0.0 0.3 -0.3 0.009
O -0.949850 4.900145 -1.103317 0.1 0.1 0.0 0.010
O -0.663330 3.165031 0.312408 -0.2 0.3 0.0 0.053
H -0.107187 -1.119262 -2.225440 0.0 -0.3 0.0 0.001
H -0.140596 -1.013631 -4.012088 -0.4 0.4 0.7 0.000
H -1.665930 -1.101456 -3.062834 0.4 0.2 0.0 0.000
H -0.682473 1.482919 -4.877365 0.0 0.1 0.6 0.000
H -0.933493 5.198750 -2.765241 0.0 0.3 -0.1 0.000
Cl -3.333087 2.115683 0.931310 -0.4 -0.2 -0.2 0.011
C -4.904019 1.383900 0.498738 0.1 0.2 0.1 0.001
Cl -4.857931 0.549585 -1.076053 0.0 0.2 0.3 0.000
H -5.629359 2.198993 0.462013 0.1 -0.3 -0.2 0.000
H -5.172266 0.661529 1.264250 0.0 0.0 -0.1 0.000
N -1.721934 -0.848082 0.565693 -0.5 1.0 0.6 0.035
C -1.271334 -2.222590 0.645597 -0.5 -0.8 0.4 0.004
C -0.057486 -2.615206 0.117258 -0.3 0.3 -0.2 0.004
C 0.301929 -3.958353 0.066898 -1.0 -0.4 0.7 0.000
C -0.568481 -4.931772 0.595708 -0.4 1.6 1.1 0.001
C -1.760986 -4.517478 1.281754 1.5 0.3 -0.9 0.000
C -2.084097 -3.170313 1.311167 0.1 0.3 -0.3 0.001
S -0.212757 -6.653066 0.402637 -1.5 -0.6 -1.2 0.000
O 1.183893 -6.658938 -0.013632 -0.4 -0.4 0.3 0.000
O -0.569717 -7.373327 1.616461 0.7 0.5 0.2 0.000
O -1.222230 -6.916235 -0.644800 1.0 -0.1 0.1 0.000
H -2.210613 -0.656486 1.453593 0.3 0.1 -0.4 0.002
H -2.472505 -0.699164 -0.127380 0.6 -0.4 0.1 0.002
H 0.606711 -1.854008 -0.274411 0.1 0.0 0.0 0.004
H 1.245180 -4.228306 -0.371815 0.1 -0.3 0.0 0.000
H -2.387240 -5.244104 1.768468 0.0 -0.2 0.0 0.000
H -2.979712 -2.814836 1.844194 0.3 -0.2 -0.3 0.000
```
Forces are in eV/Å.



The following is a DFT calculation (ωB97M-V/def2-TZVPD) of a cluster of 4 separate species, C23H19BrF3N3OPS in total in a non-equilibrium geometry.

total charge: +1
energy relative to the best compared isomer or geometry (same formula, charge and spin): 1.614 eV
Kohn-Sham gap: 4.76 eV

```
52
Properties=species:S:1:pos:R:3:forces:R:3:mulliken_charge:R:1
O 3.735801 1.846505 -2.188655 -2.6 -0.1 -0.6 -0.422
P 2.737170 1.407145 -3.485341 1.8 0.6 -0.8 0.392
Br 2.707122 -0.836422 -3.464688 -0.3 0.6 0.4 -0.110
C 1.053708 2.132625 -3.043682 -2.5 0.1 2.0 -0.104
C 0.692408 3.469650 -3.545647 0.1 -2.9 1.5 -0.285
N -0.507935 3.981066 -3.178909 2.0 1.0 -1.5 0.299
N -1.436523 3.474292 -2.411891 0.8 -2.0 0.9 -0.735
C -1.213490 2.259656 -1.933227 1.4 -1.4 0.2 -0.093
C 0.034765 1.460536 -2.177754 0.7 3.3 -1.4 0.248
N 0.254585 0.170085 -1.616965 -1.7 0.9 -1.9 -0.291
C -0.421609 -0.611303 -2.331011 -0.6 -1.2 -0.7 0.454
S -1.244967 -1.527559 -3.321548 1.3 1.2 1.7 -0.159
H 3.122595 2.256655 -1.542992 0.9 -0.3 0.2 0.338
H 1.396746 4.044736 -4.191884 -0.9 -0.3 0.6 0.441
H -0.714882 4.914120 -3.564922 -0.3 -0.4 0.4 0.331
H -1.976742 1.796848 -1.266420 0.5 0.7 -0.7 0.484
F 4.254133 -3.334215 3.555761 0.1 0.0 0.0 -0.314
C 3.487164 -2.686477 2.665566 -0.3 0.3 -0.4 0.081
C 2.317374 -3.277109 2.221198 -0.1 -0.3 0.1 0.007
C 1.522508 -2.604048 1.303399 0.2 0.2 0.0 -0.632
C 1.910914 -1.354146 0.833444 -0.1 0.0 0.0 0.355
C 3.091261 -0.774694 1.285104 -0.2 -0.2 0.0 -0.401
C 3.882362 -1.441360 2.210774 0.2 0.1 0.1 -0.587
H 2.034579 -4.254558 2.591837 0.0 0.0 0.0 0.445
H 0.600706 -3.053953 0.954123 0.1 0.0 0.0 0.372
H 1.291313 -0.831210 0.113223 0.2 -0.1 0.2 0.102
H 3.396126 0.197548 0.915572 0.0 0.0 0.1 0.299
H 4.800479 -1.001982 2.580190 0.0 -0.1 0.0 0.429
F -0.588589 -5.791912 7.764960 -0.1 0.0 0.0 -0.312
C 0.459392 -5.863687 6.927793 0.4 0.0 -0.3 0.320
C 0.920725 -4.710352 6.319709 -0.1 0.2 0.0 -0.597
C 2.007597 -4.784297 5.457886 -0.1 -0.3 0.1 -0.072
C 2.612273 -6.010599 5.206809 0.1 0.0 -0.1 -0.446
C 2.135109 -7.162522 5.821058 -0.1 0.2 0.0 -0.372
C 1.055479 -7.089083 6.691400 -0.1 -0.2 0.1 -0.427
H 0.431363 -3.765514 6.521551 0.0 0.0 0.0 0.409
H 2.382585 -3.887881 4.982630 0.0 0.0 0.1 0.299
H 3.457840 -6.067174 4.530658 0.0 0.0 0.1 0.411
H 2.604287 -8.118397 5.621995 0.0 0.0 0.0 0.369
H 0.675669 -7.974448 7.185709 0.0 0.0 0.0 0.408
F -7.208607 5.399592 -2.837011 0.0 0.0 0.0 -0.298
C -6.069554 5.418613 -3.540559 0.3 0.0 -0.2 0.292
C -4.960554 4.752777 -3.051155 0.0 -0.2 0.3 -0.694
C -3.780927 4.768613 -3.783573 -0.1 0.2 -0.4 0.551
C -3.721843 5.458655 -4.990758 0.1 0.0 0.1 -0.443
C -4.842815 6.127645 -5.468131 0.1 -0.1 0.1 -0.398
C -6.025550 6.103588 -4.742441 -0.1 0.1 -0.1 -0.471
H -5.024550 4.228375 -2.105430 -0.1 0.0 0.0 0.412
H -2.906493 4.242375 -3.411157 -0.8 0.3 -0.2 -0.024
H -2.798792 5.474414 -5.561365 -0.1 0.0 0.0 0.333
H -4.795184 6.667834 -6.405696 0.0 0.0 0.1 0.389
H -6.911263 6.611365 -5.102553 0.0 0.0 0.1 0.418
```
Forces are in eV/Å.



The following is a DFT calculation (ωB97M-V/def2-TZVPD) of the molecule C23H19F3N4O2S in a non-equilibrium geometry.

Kohn-Sham gap: 8.55 eV
structure (SMILES): Cc1cc(-c2nnc(SCC(=O)Nc3ccccc3C(F)(F)F)o2)c(C)n1-c1ccccc1

```
52
Properties=species:S:1:pos:R:3:forces:R:3:mulliken_charge:R:1
C -5.102776 -2.159531 1.459647 0.0 0.0 -0.1 -1.518
C -3.854356 -1.661774 0.822486 0.0 -0.4 0.3 0.938
C -2.597225 -2.188284 0.837638 -0.1 0.2 -0.1 -1.337
C -1.760156 -1.305464 0.100973 -0.8 0.1 0.2 1.052
C -0.373308 -1.487544 -0.159079 0.6 0.7 -0.5 -0.068
N 0.429752 -0.706776 -0.821217 -1.3 0.3 0.2 -0.684
N 1.647053 -1.292600 -0.823856 0.7 -1.1 0.3 -0.292
C 1.533017 -2.401338 -0.154726 0.3 0.6 -0.5 0.432
S 2.750114 -3.571818 0.197248 0.3 -0.4 0.2 -0.150
C 4.154474 -2.879340 -0.743691 -0.3 0.0 0.2 -0.936
C 4.779331 -1.677528 -0.042540 -0.4 0.0 -0.2 0.643
O 5.642370 -1.784894 0.791575 0.2 -0.2 0.2 -0.613
N 4.252091 -0.496380 -0.473640 -0.2 0.1 -0.3 -0.016
C 4.612893 0.746920 0.051576 0.3 0.3 0.3 0.178
C 3.595434 1.604002 0.472408 0.1 -0.1 0.0 -0.318
C 3.886880 2.826022 1.041345 0.0 0.0 0.0 -0.716
C 5.206388 3.218108 1.207519 0.0 0.0 0.0 -0.545
C 6.222447 2.401389 0.753680 -0.1 -0.1 0.0 -0.790
C 5.938739 1.175726 0.156824 -0.1 -0.1 0.0 0.391
C 7.113675 0.426583 -0.413816 0.5 -0.1 -0.2 0.832
F 6.802242 -0.461376 -1.369636 -0.2 -0.1 0.0 -0.284
F 7.966178 1.292628 -1.014342 0.0 0.3 0.0 -0.297
F 7.851528 -0.210379 0.501360 0.0 0.0 0.2 -0.238
O 0.281246 -2.596583 0.296305 0.0 0.0 0.0 -0.356
C -2.548341 -0.250104 -0.330989 0.7 -0.2 -0.2 0.595
C -2.172786 0.922694 -1.157446 0.0 0.0 -0.1 -1.464
N -3.813925 -0.482244 0.109843 0.2 -0.2 0.1 0.515
C -4.922066 0.361592 -0.122142 -0.4 0.4 -0.1 -0.774
C -6.011622 -0.105136 -0.847372 0.2 0.0 0.0 0.064
C -7.097013 0.723390 -1.067846 -0.1 0.0 0.0 -0.750
C -7.098536 2.016410 -0.571802 0.0 0.0 0.0 -0.353
C -6.010891 2.482304 0.147894 0.0 0.1 0.0 -0.775
C -4.923249 1.658874 0.375985 0.0 -0.2 0.0 0.009
H -5.669681 -1.336740 1.893251 -0.1 0.0 0.1 0.324
H -5.743178 -2.667366 0.737918 -0.1 0.0 0.0 0.259
H -4.850203 -2.868146 2.243712 0.0 0.0 0.0 0.408
H -2.285491 -3.095919 1.313442 0.0 -0.2 0.1 0.535
H 3.805712 -2.634470 -1.744657 0.1 0.0 0.0 0.366
H 4.884140 -3.687563 -0.771885 -0.1 0.1 0.0 0.440
H 3.311653 -0.552038 -0.882719 0.3 -0.1 0.1 0.438
H 2.570952 1.285898 0.347344 -0.1 -0.1 0.0 0.509
H 3.084401 3.471206 1.365374 -0.1 0.0 0.0 0.395
H 5.441937 4.162786 1.671394 0.0 0.1 0.0 0.390
H 7.251817 2.713466 0.842551 0.1 0.0 0.0 0.412
H -2.970410 1.175930 -1.854163 0.0 0.1 -0.1 0.330
H -1.976098 1.794867 -0.533735 0.0 0.1 0.0 0.284
H -1.260699 0.690399 -1.700357 0.0 0.1 0.0 0.420
H -5.997654 -1.109102 -1.243560 0.0 -0.1 0.0 0.492
H -7.942105 0.358980 -1.632158 -0.1 0.0 0.0 0.376
H -7.946929 2.660508 -0.745875 -0.1 0.1 0.0 0.404
H -6.010533 3.489141 0.537378 0.0 0.1 0.0 0.376
H -4.077255 2.010612 0.946578 0.1 0.0 0.1 0.467
```
Forces are in eV/Å.



The following is a DFT calculation (ωB97M-V/def2-TZVPD) of a structure of composition C23H19InN3O2S4Sb in a non-equilibrium geometry.

Kohn-Sham gap: 5.14 eV

```
53
Properties=species:S:1:pos:R:3:forces:R:3:mulliken_charge:R:1
In -0.193243 0.007868 -0.685372 0.2 0.4 -0.2 1.262
C 2.437289 -4.197081 -0.571064 0.8 0.1 -0.1 -0.510
O 1.071425 -4.334474 -0.180337 -0.9 -0.3 0.1 -0.414
C 0.526080 -3.118752 -0.296575 1.5 0.4 -0.6 0.204
N 1.250014 -2.182681 -0.775987 -1.2 0.2 0.6 -0.174
C 2.530276 -2.777109 -1.170392 0.4 -0.2 -0.3 0.199
C 3.750123 -1.983153 -0.765837 0.0 0.1 0.0 -0.143
C 3.758785 -0.616652 -0.995066 -0.3 -0.1 -0.1 0.440
C 4.866716 0.149247 -0.692254 0.1 0.1 0.0 -0.502
C 5.999079 -0.453027 -0.170001 0.0 0.0 0.0 -0.624
C 6.014011 -1.823538 0.021635 0.1 -0.1 0.0 -0.674
C 4.898773 -2.588846 -0.276339 -0.1 0.0 0.0 -0.436
C -0.873982 -2.988032 0.067432 -0.7 -0.1 0.3 0.457
C -1.678016 -4.113757 0.203054 -0.1 0.1 0.1 -0.567
C -3.022813 -3.946628 0.494557 0.2 0.4 0.0 -0.563
C -3.508270 -2.659810 0.672892 0.1 -0.1 0.0 -0.576
C -2.638696 -1.586913 0.514964 0.0 -0.8 0.1 0.492
N -1.348818 -1.746951 0.208019 -0.1 -0.1 -0.2 -0.161
C -3.122252 -0.222144 0.624659 -0.1 1.6 -0.2 0.199
N -2.526373 0.806057 0.158701 0.5 -1.3 0.1 -0.170
C -3.434169 1.946793 0.317942 -0.4 0.4 -0.1 0.066
C -4.547050 1.362480 1.212563 -0.1 0.8 0.1 -0.464
O -4.316395 -0.046250 1.199676 -0.1 -0.9 -0.1 -0.416
C -2.775817 3.206640 0.830438 0.1 0.0 0.0 -0.082
C -1.634412 3.655947 0.183230 0.0 -0.2 -0.2 0.380
C -0.997493 4.812994 0.587468 0.1 0.1 0.0 -0.530
C -1.516811 5.554915 1.634822 0.0 0.0 0.0 -0.656
C -2.687062 5.144164 2.245094 -0.1 0.1 0.1 -0.663
C -3.317934 3.977383 1.847570 0.0 -0.1 0.1 -0.490
H 2.679816 -4.988272 -1.278629 0.0 0.0 0.1 0.269
H 3.048120 -4.302322 0.330624 -0.1 0.0 -0.1 0.435
H 2.529821 -2.809376 -2.271227 -0.1 -0.1 0.2 0.337
H 2.892570 -0.156489 -1.451229 0.2 0.1 0.1 -0.095
H 4.844822 1.210552 -0.891126 0.0 0.1 0.0 0.413
H 6.875795 0.133914 0.063640 0.0 0.1 0.0 0.389
H 6.900394 -2.314198 0.390762 0.1 0.0 0.1 0.375
H 4.954148 -3.658431 -0.144141 0.0 -0.1 0.1 0.344
H -1.254942 -5.095691 0.066930 0.1 0.0 0.0 0.503
H -3.679417 -4.798341 0.571518 -0.1 -0.1 0.1 0.458
H -4.543123 -2.482947 0.914316 -0.1 0.1 0.0 0.504
H -3.814049 2.179051 -0.689106 0.0 -0.2 0.2 0.370
H -5.553191 1.555914 0.844650 0.1 0.0 0.0 0.257
H -4.456600 1.697907 2.250082 0.0 -0.1 -0.2 0.406
H -1.259933 3.109518 -0.674251 0.1 0.1 0.1 0.131
H -0.110226 5.140237 0.066271 0.1 0.0 -0.1 0.379
H -1.029104 6.463190 1.958075 0.0 0.1 0.0 0.395
H -3.129152 5.734822 3.030792 0.0 0.1 0.1 0.375
H -4.244296 3.707462 2.331603 -0.1 -0.1 0.1 0.319
S 3.180178 1.789782 -3.475837 -0.5 0.0 0.3 -0.607
Sb 1.183305 2.253323 -2.510820 0.2 0.5 -0.5 0.776
S 1.302100 1.754028 -0.021351 -0.4 -0.4 -0.4 -0.536
S -0.438316 0.386680 -3.029442 0.2 0.1 0.5 -0.471
S 0.158318 4.250996 -2.827595 0.2 -0.5 0.1 -0.611
```
Forces are in eV/Å.



The following is a DFT calculation (ωB97M-V/def2-TZVPD) of a structure of composition C23H19N2O8S2 in a non-equilibrium geometry.

total charge: -1
energy relative to the best compared isomer or geometry (same formula, charge and spin): 0.280 eV
Kohn-Sham gap: 6.21 eV

```
54
Properties=species:S:1:pos:R:3:forces:R:3:mulliken_charge:R:1
C 5.067087 -5.884800 -2.195043 -0.2 0.2 0.3 -0.358
C 5.290219 -5.919507 -0.808669 -0.4 -0.2 -0.2 -0.476
C 4.466535 -5.174681 0.047895 0.2 0.0 -0.2 -0.470
C 3.448259 -4.345513 -0.434709 0.8 -0.6 -0.5 0.543
C 2.699023 -3.447097 0.523622 0.1 -0.1 -1.4 -0.657
O 2.342790 -2.336086 -0.314784 0.1 -0.8 1.8 -0.185
C 1.833029 -1.263454 0.391636 -2.0 2.0 -1.6 0.552
N 1.251999 -0.483167 -0.570538 1.7 -3.2 -1.2 -1.159
N 0.419891 0.464490 -0.249561 0.6 1.8 1.0 0.978
C 1.204298 1.733430 -0.006452 -0.8 -1.1 -2.1 0.267
O 2.398554 1.712299 -0.212938 -1.4 0.7 1.0 -0.561
O 0.469412 2.826362 0.351295 0.6 -0.3 -0.2 -0.123
C 1.157470 4.133215 0.240574 -0.6 -1.1 -0.2 -1.161
C 0.199105 5.082770 0.865566 -0.7 0.2 0.1 0.772
C -0.722025 5.821657 0.114005 0.5 0.5 0.4 -0.481
C -1.548513 6.750532 0.758632 -0.6 -0.2 0.0 -0.435
C -1.556504 6.873199 2.155142 0.4 -0.1 -0.4 -0.353
C -0.651426 6.096530 2.888870 -0.6 -0.3 0.2 -0.502
C 0.163300 5.160553 2.254799 0.3 0.8 0.1 -0.325
O 1.937463 -1.085293 1.594811 0.3 -0.6 0.1 -0.756
C 3.215782 -4.336865 -1.824951 0.4 -0.1 0.0 -0.247
C 4.031502 -5.080957 -2.697875 -0.3 -0.1 0.4 -0.504
H 5.675655 -6.490768 -2.875136 -0.2 0.3 0.3 0.334
H 6.077720 -6.566901 -0.401400 -0.3 0.4 -0.1 0.324
H 4.627218 -5.189471 1.126900 0.1 -0.1 -0.2 0.316
H 1.825500 -4.027933 0.900637 0.2 0.8 0.0 0.249
H 3.347280 -3.112771 1.341273 -0.3 -0.2 0.0 0.369
H 2.124219 4.148192 0.749767 -0.2 -0.4 0.0 0.377
H 1.309613 4.335357 -0.820558 0.1 0.0 0.0 0.416
H -0.731191 5.717036 -0.973513 -0.1 0.1 0.3 0.354
H -2.255553 7.346836 0.171362 0.3 -0.2 0.2 0.323
H -2.256858 7.560601 2.655626 0.5 -0.3 -0.3 0.343
H -0.646008 6.172772 3.977455 0.0 0.0 -0.3 0.335
H 0.851118 4.541337 2.827512 -0.2 0.1 0.0 0.394
H 2.422999 -3.700744 -2.219264 0.3 -0.1 0.1 0.385
H 3.823701 -5.053734 -3.776429 0.2 0.0 0.5 0.326
C -5.475265 -1.794028 0.797644 0.4 0.1 0.2 -0.575
C -4.185071 -1.521649 1.273512 -0.3 0.1 -0.6 -0.723
C -3.340937 -0.926053 0.337346 0.2 0.0 0.0 0.390
C -3.712854 -0.652329 -0.960802 0.4 0.2 -0.2 0.290
C -5.008479 -0.885601 -1.455293 0.8 -0.1 0.6 -0.789
C -5.868565 -1.483658 -0.526118 0.0 0.3 -0.2 -0.418
S -2.359450 0.072285 -1.928053 0.1 0.0 -0.6 1.316
O -1.875364 -0.872475 -2.866253 -0.4 -0.7 -1.5 -0.666
O -2.819601 1.392494 -2.255673 -0.5 0.1 -1.0 -0.692
C -1.155482 0.357626 -0.703542 2.5 3.6 0.7 -0.182
S -1.643696 -0.521930 0.665176 0.1 0.6 2.4 1.391
O -1.569688 0.450789 1.728664 -0.5 -1.2 0.7 -0.683
O -0.965094 -1.784228 0.642529 -0.2 0.0 0.5 -0.578
H -6.177918 -2.241406 1.501286 0.0 0.1 -0.4 0.366
H -3.811555 -1.755176 2.289886 -0.5 0.2 -0.8 0.428
H -5.256416 -0.602480 -2.498657 0.0 -0.4 0.9 0.412
H -6.886701 -1.676289 -0.851494 0.1 -0.1 0.2 0.367
H -1.200527 1.466682 -0.745718 -1.0 -0.6 1.2 0.145
```
Forces are in eV/Å.